Molecular formula: C22H32IrN2OP2
Method: DFT, ωB97M-V/def2-TZVPD

The value obtained for the HOMO energy (alpha / beta) is -11.9 / -14.4 eV. Its gap between HOMO and LUMO (alpha / beta) is 5.797 / 5.534 eV. The net charge is +2. The strongest force on any atom is 4.057 eV/A. As for the multiplicity: 6. The value obtained for the lowest unoccupied orbital energy (alpha / beta) is -0.2246 / -0.3247 Ha. The total energy is -1828.4744 Eh.

Structure (XYZ):
```
60
Properties=species:S:1:pos:R:3:forces:R:3:mulliken_charge:R:1
C -1.6447 2.9920 -3.2513 -0.483 0.494 0.155 -0.626
C -1.3559 1.6791 -2.8726 -0.240 -0.864 -0.318 0.014
C 0.0274 1.2498 -3.0089 -0.365 -1.023 -0.852 0.722
C 0.9731 2.2112 -2.5901 -0.120 2.167 1.197 0.724
C 0.6848 3.5722 -2.8458 0.610 -1.810 0.415 -0.893
C -0.6081 3.9350 -3.2995 -1.013 -0.161 -0.608 -0.480
C 2.0438 1.6723 -1.7705 2.122 0.801 -3.363 -0.587
C 2.5399 0.4255 -2.3846 2.079 0.170 1.912 0.680
C 1.5235 -0.4538 -2.7979 -0.800 -0.267 -1.066 0.827
C 1.7386 -1.8460 -2.4287 0.293 -0.258 -0.910 -0.077
C 3.0580 -2.3454 -2.5575 0.713 2.129 0.143 -0.734
C 4.1495 -1.4170 -2.6094 -1.624 -1.507 -0.129 -0.576
C 3.8823 -0.0429 -2.3726 -1.597 1.302 -0.010 -0.736
H -2.7086 3.2578 -3.4458 1.000 0.005 0.343 0.439
H 1.4901 4.2893 -2.7381 -0.216 0.131 0.131 0.523
H -0.8371 4.9581 -3.6225 0.218 -0.441 0.274 0.448
H 2.8351 2.3915 -1.5051 -0.488 -0.348 0.542 0.685
H 3.2025 -3.4045 -2.5981 0.240 -0.405 0.201 0.524
H 5.1613 -1.7883 -2.7367 -0.114 0.116 0.090 0.458
H 4.6680 0.7201 -2.2501 -0.274 -0.695 0.090 0.485
N 0.4184 0.0156 -3.5159 -0.653 -0.261 3.209 -0.703
Ir 0.0805 0.1795 0.8106 2.137 1.334 -0.826 0.773
C -2.2951 0.7179 -2.1620 0.176 0.595 0.085 -1.105
H -2.0764 -0.2947 -2.5283 -0.417 0.100 -0.004 0.417
H -3.3961 1.0048 -2.1970 1.428 -0.405 -0.152 0.656
C 0.5954 -2.5906 -1.8586 -0.532 0.214 -0.037 -1.172
H -0.3102 -2.3318 -2.4574 0.422 -0.309 0.430 0.482
H 0.7368 -3.7172 -1.7906 -0.123 1.485 0.086 0.559
P -1.7847 0.6992 -0.3022 -1.244 1.486 -0.892 0.485
P 0.2570 -1.8174 -0.0519 0.753 -3.463 -0.740 0.837
C 1.6511 -2.6251 0.8309 -0.235 -0.656 -0.334 -1.353
H 1.5624 -2.2971 1.8700 0.307 -0.150 -0.098 0.305
H 1.6012 -3.7350 0.7827 0.061 0.644 0.010 0.447
H 2.5932 -2.2868 0.3840 -0.104 0.007 0.306 0.325
C -1.1697 -2.9003 0.3837 0.137 -0.124 -0.523 -1.384
H -0.8301 -3.9242 0.5806 -0.115 0.182 -0.084 0.523
H -1.5996 -2.4768 1.2852 -0.260 -0.141 0.124 0.365
H -1.9216 -2.9251 -0.4289 0.331 0.061 0.470 0.319
C -1.9970 2.4291 0.2102 -1.140 0.178 -0.705 -1.469
H -3.0251 2.7661 -0.0729 0.753 0.080 0.336 0.420
H -1.8517 2.4839 1.2933 -0.054 0.073 -0.178 0.421
H -1.2421 3.0327 -0.3048 -0.182 0.022 0.212 0.316
C -3.2254 -0.1379 0.4241 -0.213 0.013 0.097 -1.011
H -3.0818 -0.2128 1.5182 -0.116 0.022 -0.508 0.130
H -4.1138 0.4804 0.2110 0.193 -0.380 0.130 0.515
H -3.3417 -1.1434 -0.0009 -0.097 0.310 0.178 0.365
H 1.1791 1.0156 -0.4295 -0.625 -0.407 0.992 -0.625
H 1.6284 0.8053 0.8498 -0.267 0.068 -0.316 0.225
C -1.7128 0.4435 5.0483 0.141 1.075 0.179 -0.763
N -0.3740 -0.1732 4.9131 0.372 0.459 -1.242 0.139
C 0.1200 -0.9847 6.0254 0.359 -1.158 -0.779 -0.783
C 0.3259 -0.0383 3.7865 -0.897 1.529 -0.065 0.119
O -0.1371 0.7164 2.8362 0.367 -1.451 1.466 -0.837
H -2.0380 0.3246 6.0904 0.119 0.011 -0.470 0.309
H -2.4411 -0.0021 4.3870 -0.084 -0.434 -0.179 0.265
H -1.7233 1.5346 4.8009 0.427 -0.895 0.244 0.295
H 0.1145 -2.0431 5.6854 -0.244 0.486 0.598 0.350
H 1.1623 -0.7480 6.2147 -0.037 0.239 0.378 0.315
H -0.5260 -0.8409 6.8911 0.362 -0.069 -0.110 0.259
H 1.3647 -0.4589 3.6735 -1.147 0.093 0.478 0.450
```
Positions in Å, forces in eV/Å.

---

Molecular formula: C22H32MoN2O5S2
Method: DFT, ωB97M-V/def2-TZVPD

The value obtained for the HOMO energy (alpha / beta) is -0.5 / -0.5 eV. Its gap between HOMO and LUMO (alpha / beta) is 5.214 / 5.209 eV. The net charge is -2. The energy above the lowest of the compared OMol25 structures with the same formula, charge and spin comes out at 35.69 kcal per mole. The strongest force on any atom is 1.138 eV/A. As for the multiplicity: 1. The value obtained for the lowest unoccupied orbital energy (alpha / beta) is 0.1727 / 0.1727 Ha. The total energy is -2207.9399 Eh.

Structure (XYZ):
```
64
Properties=species:S:1:pos:R:3:forces:R:3:mulliken_charge:R:1
Mo -0.1788 0.0970 -0.1608 0.593 -0.744 -0.164 0.787
O -0.5509 -0.8659 1.6106 0.140 -0.135 -0.307 -0.473
C -1.2652 -0.2779 2.6321 0.079 0.241 0.192 -0.596
C -0.7959 1.1807 2.7457 -0.156 -0.297 0.017 -0.764
N -0.9006 1.7562 1.4072 -0.367 -0.013 0.254 0.475
C -2.3063 2.0187 1.0385 -0.001 -0.092 -0.162 -0.701
C -3.0252 0.8684 0.2895 0.360 -0.159 -0.107 0.335
O -4.2519 0.8346 0.3422 -0.007 0.063 -0.022 -0.839
O -2.2675 0.0559 -0.3598 -0.744 0.644 0.572 -0.440
C -0.0588 2.9188 1.1761 0.178 -0.049 0.137 -0.671
C 0.0397 3.1218 -0.3337 -0.048 0.190 0.027 0.495
O 0.3122 4.2289 -0.7922 -0.025 0.063 -0.013 -0.825
O -0.2120 2.0581 -0.9855 0.283 0.402 -0.294 -0.404
H 1.0586 -1.7442 2.3879 -0.095 0.065 -0.036 -0.076
H -1.0617 -0.7934 3.5866 -0.052 0.025 0.000 0.454
H -2.3584 -0.3140 2.4820 0.029 0.000 -0.054 0.245
H 0.2563 1.1729 3.0367 0.020 0.008 -0.069 0.378
H -1.3714 1.7694 3.4794 -0.008 -0.055 0.011 0.316
H -2.3294 2.8603 0.3439 -0.014 0.004 0.022 0.402
H -2.9017 2.2954 1.9144 0.017 -0.040 0.012 0.280
H 0.9482 2.6949 1.5408 -0.015 -0.012 0.029 0.366
H -0.4223 3.8248 1.6777 -0.029 0.010 -0.065 0.162
C 3.2982 -4.2714 0.9505 0.037 0.009 -0.063 -1.359
C 2.6998 -2.9036 1.1791 0.067 -0.137 0.046 0.682
S 1.8830 -2.7580 2.7392 -0.028 -0.033 0.126 -0.369
C 2.7924 -1.9146 0.2797 0.001 -0.002 -0.023 0.278
C 3.4633 -2.1977 -1.0482 0.002 -0.012 -0.007 -1.138
S 2.2837 -0.2526 0.5685 -0.199 0.718 0.025 -0.307
H 3.1008 -4.9334 1.7947 -0.001 0.011 -0.007 0.397
H 4.3829 -4.2154 0.8109 0.010 -0.003 -0.003 0.320
H 2.8890 -4.7487 0.0547 -0.028 0.004 -0.021 0.229
H 4.4374 -2.6834 -0.9175 0.003 0.003 0.012 0.503
H 3.6089 -1.2689 -1.5943 -0.009 0.007 -0.010 -0.080
H 2.8523 -2.8551 -1.6771 -0.024 0.001 0.012 0.090
C 2.4148 1.5725 -2.8162 0.051 -0.090 0.077 -0.919
C 1.6479 0.9058 -3.9542 -0.062 -0.012 -0.069 0.356
C 0.2950 1.5912 -4.1814 0.087 0.069 0.061 -1.265
C 1.4544 -0.5979 -3.8480 -0.100 -0.015 0.094 0.563
C 2.0217 -1.3808 -4.8438 0.073 -0.008 -0.009 -0.791
C 1.7991 -2.7460 -4.9282 0.026 -0.018 -0.029 -1.215
C 0.9318 -3.3251 -4.0184 -0.039 0.001 -0.034 -0.746
C 0.3294 -2.5941 -3.0009 -0.004 0.109 0.100 0.608
C -0.6629 -3.3329 -2.1201 0.070 -0.102 0.008 0.461
C -0.1760 -3.5301 -0.6848 -0.093 0.088 0.044 -1.053
C -2.0708 -2.7429 -2.1969 -0.019 -0.046 0.032 -1.512
C 0.6438 -1.2140 -2.8486 0.195 0.132 -0.206 0.192
N 0.2034 -0.4882 -1.7767 -0.143 -0.840 -0.140 0.408
H 2.6019 2.6194 -3.0734 0.004 -0.002 0.037 0.491
H 3.3709 1.0768 -2.6353 0.041 -0.010 -0.045 0.235
H 1.8522 1.5424 -1.8894 -0.001 0.001 0.018 -0.157
H 2.2487 1.0476 -4.8630 -0.049 0.006 -0.011 0.417
H -0.3356 1.4663 -3.3026 -0.044 -0.015 -0.036 -0.001
H -0.2030 1.1761 -5.0619 -0.035 -0.012 0.018 0.377
H 0.4344 2.6660 -4.3278 0.008 -0.002 -0.012 0.434
H 2.6569 -0.8957 -5.5797 -0.011 0.004 0.000 0.316
H 2.2685 -3.3394 -5.7048 -0.003 0.002 -0.001 0.322
H 0.7000 -4.3836 -4.0968 0.003 0.004 0.008 0.296
H -0.7340 -4.3372 -2.5607 0.039 0.018 0.024 0.435
H -0.0461 -2.5918 -0.1483 -0.006 -0.043 -0.014 0.095
H 0.7854 -4.0453 -0.6714 0.021 -0.029 0.006 -0.025
H -0.8988 -4.1220 -0.1162 0.006 -0.031 -0.010 0.576
H -2.1320 -1.7510 -1.7616 0.036 0.145 0.023 0.094
H -2.7721 -3.3796 -1.6485 0.006 -0.022 -0.017 0.456
H -2.3954 -2.6932 -3.2401 -0.029 0.032 0.016 0.397
```
Positions in Å, forces in eV/Å.

---

Molecular formula: C22H32N5O6SeSiTl
Method: DFT, ωB97M-V/def2-TZVPD

The value obtained for the HOMO energy is -2.6 eV. Its gap between HOMO and LUMO is 6.733 eV. The net charge is -2. The energy above the lowest of the compared OMol25 structures with the same formula, charge and spin comes out at 0.00 kcal per mole. The strongest force on any atom is 0.335 eV/A. As for the multiplicity: 1. The value obtained for the lowest unoccupied orbital energy is 0.1535 Ha. The total energy is -4446.2920 Eh.

Structure (XYZ):
```
68
Properties=species:S:1:pos:R:3:forces:R:3:mulliken_charge:R:1
Tl -1.3692 0.5025 0.4540 -0.142 -0.047 0.031 0.970
O -7.5858 -1.8563 1.2765 0.022 -0.022 0.022 -0.553
C -6.3117 -1.3896 1.0820 0.006 0.010 0.003 1.331
C -6.0326 -0.4068 0.1474 -0.001 -0.005 0.011 -0.523
C -4.7219 0.0203 0.0083 -0.026 -0.006 0.012 -0.214
N -3.7358 -0.4918 0.7409 -0.022 0.003 -0.056 -0.206
C -4.0046 -1.4450 1.6340 0.067 -0.075 -0.035 0.292
C -5.2871 -1.9230 1.8456 0.011 -0.006 -0.002 -0.679
C -2.8247 -2.0197 2.4423 0.007 0.246 0.226 -0.185
O -3.1173 -2.7765 3.3806 0.010 -0.067 -0.096 -0.822
O -1.6817 -1.6210 2.0943 0.022 -0.054 -0.056 -0.397
C -4.3847 1.1144 -1.0283 0.071 -0.014 -0.039 0.284
O -5.3418 1.5331 -1.6940 -0.032 0.011 0.011 -0.796
O -3.1757 1.4548 -1.0865 -0.007 -0.016 0.057 -0.633
H -8.1647 -1.3802 0.6737 -0.026 0.020 -0.026 0.274
H -6.7885 0.0472 -0.4822 0.006 0.003 -0.004 0.421
H -5.4524 -2.6879 2.5898 0.001 0.001 0.002 0.532
C -1.0753 0.0374 4.7589 -0.011 0.013 -0.061 -1.168
N 0.0295 0.5107 3.9470 0.003 0.000 0.016 0.327
C 0.8640 -0.2896 3.1858 -0.056 0.059 -0.071 -0.501
C 1.7409 0.5270 2.5628 -0.054 -0.027 0.096 0.272
N 1.4324 1.8149 2.9622 0.054 -0.039 -0.048 0.313
C 2.1131 3.0059 2.4928 0.040 0.031 0.052 -0.863
C 0.3968 1.8046 3.8256 -0.026 0.015 0.056 -0.302
Se -0.3093 3.2585 4.7233 -0.063 0.031 0.023 -0.405
H -1.2434 -1.0133 4.5315 -0.018 0.038 -0.010 0.374
H -1.9720 0.6088 4.5172 0.049 -0.045 0.006 0.378
H -0.8494 0.1868 5.8145 0.001 -0.006 0.034 0.352
H 0.6753 -1.3436 3.0965 -0.006 0.003 -0.002 0.449
H 2.5306 0.3634 1.8433 0.002 -0.024 -0.064 -0.044
H 2.8551 2.7021 1.7560 -0.032 -0.010 -0.018 0.138
H 2.5914 3.5149 3.3301 -0.010 -0.013 0.014 0.348
H 1.3875 3.6888 2.0526 0.007 -0.018 -0.018 0.374
C 7.0732 3.8355 0.5973 -0.056 -0.019 0.038 -0.960
Si 6.6020 2.4683 -0.6114 0.058 0.000 -0.059 -0.006
C 8.0614 1.2737 -0.6826 0.018 -0.006 0.001 -0.983
C 6.4624 3.2632 -2.3158 0.002 0.007 -0.010 -0.975
C 5.0912 1.6358 -0.1414 -0.020 0.018 0.009 -0.108
C 4.0458 1.0570 0.1879 0.070 -0.051 0.003 -0.631
H 8.0073 4.3318 0.3194 0.006 -0.006 -0.018 0.271
H 7.1860 3.4208 1.6016 0.007 0.019 0.005 0.276
H 6.2808 4.5863 0.6385 0.011 0.010 0.013 0.282
H 8.9891 1.7805 -0.9663 -0.005 0.000 0.000 0.272
H 7.8669 0.4796 -1.4070 -0.003 0.000 -0.002 0.278
H 8.2102 0.8012 0.2909 0.001 0.002 0.000 0.293
H 7.3901 3.7636 -2.6099 -0.001 -0.001 0.002 0.260
H 5.6557 3.9996 -2.3245 0.000 -0.001 -0.001 0.296
H 6.2249 2.5070 -3.0675 0.000 -0.001 -0.004 0.283
C 2.1799 -2.2510 0.3089 -0.015 -0.037 0.025 -0.564
N 1.0779 -2.5030 -0.6140 0.015 -0.001 0.072 0.271
C 0.1079 -3.4898 -0.1568 0.051 -0.046 -0.015 -0.843
C 0.5645 -1.4849 -1.3870 -0.090 -0.039 -0.143 0.333
O -0.6556 -1.3728 -1.5663 0.243 0.149 0.029 -0.754
N 1.4719 -0.6388 -1.9545 -0.065 -0.002 0.046 0.509
C 2.8435 -1.0022 -2.2649 -0.086 -0.059 -0.070 -1.134
C 1.0207 0.6034 -2.5437 -0.036 -0.030 -0.017 -0.917
H 1.8194 -2.3294 1.3382 -0.021 -0.012 -0.013 0.350
H 2.5954 -1.2536 0.1770 0.001 0.015 -0.001 0.030
H 2.9834 -2.9823 0.1712 -0.012 0.003 0.016 0.226
H 0.6624 -4.3224 0.2805 -0.002 -0.010 -0.007 0.372
H -0.4711 -3.8600 -1.0016 -0.011 0.044 0.013 0.267
H -0.5795 -3.0828 0.5891 0.020 0.034 0.029 0.194
H 3.0023 -2.0596 -2.0641 0.012 0.030 -0.005 0.321
H 3.5507 -0.4000 -1.6887 0.006 -0.022 -0.029 0.158
H 3.0086 -0.8359 -3.3362 0.030 0.024 0.017 0.404
H 0.0552 0.8871 -2.1356 0.005 -0.010 0.017 0.193
H 0.9060 0.5141 -3.6312 0.048 -0.014 -0.006 0.310
H 1.7571 1.3770 -2.3193 -0.030 0.018 -0.001 0.289
```
Positions in Å, forces in eV/Å.